No. 1
292
Properties=species:S:1:pos:R:3:forces:R:3:lowdin_charge:R:1 method="wB97M-V/def2-TZVPD" e_tot_ha=-9534.449166 e_lumo_ev=0.2 gap_ev=8.2 max_force_ev_per_a=4.0
C -0.911 -1.416 -6.896 -0.4 0.6 -0.5 -0.078
N 0.358 -0.663 -6.895 -0.4 -2.0 0.1 -0.305
C 0.294 0.768 -6.906 0.7 0.7 1.1 -0.109
P 1.703 -1.408 -6.314 1.9 0.6 1.0 0.544
O 1.952 -1.173 -4.866 0.2 -0.4 -0.4 -0.290
N 1.729 -3.030 -6.657 0.0 -0.4 -0.2 -0.281
C 1.582 -3.677 -7.993 -1.2 1.8 1.2 -0.071
C 1.703 -4.049 -5.597 0.4 -0.8 -1.5 -0.096
N 2.968 -0.663 -7.192 -1.2 0.0 -1.2 -0.305
C 4.319 -0.933 -6.827 -0.6 -2.9 1.4 -0.135
C 2.926 -0.660 -8.641 -1.6 0.2 -1.3 -0.156
H -1.455 -0.925 -7.718 -0.4 -0.6 0.3 0.086
H -1.530 -1.351 -5.972 0.6 0.2 -0.4 0.080
H -0.785 -2.489 -7.128 0.2 0.6 0.1 0.071
H 1.309 1.120 -7.023 0.3 0.3 -0.3 0.071
H -0.036 1.252 -5.963 -0.2 -0.5 -0.4 0.082
H -0.291 1.114 -7.729 -0.6 0.3 -0.6 0.078
H 0.596 -4.153 -7.930 0.3 -0.3 -0.6 0.078
H 1.594 -2.939 -8.810 0.0 -0.3 0.4 0.073
H 2.373 -4.373 -8.109 0.6 -0.8 -0.3 0.071
H 1.659 -3.651 -4.617 -0.1 0.5 0.8 0.060
H 0.913 -4.761 -5.798 -1.0 0.2 0.2 0.076
H 2.543 -4.760 -5.689 0.3 0.7 0.1 0.071
H 5.041 -0.364 -7.351 0.5 0.8 -0.5 0.082
H 4.378 -0.821 -5.759 0.4 0.4 0.5 0.046
H 4.518 -2.048 -7.011 0.2 1.3 -0.1 0.095
H 3.422 0.230 -8.994 0.1 0.6 -0.1 0.069
H 1.834 -0.595 -9.038 1.9 -0.4 0.6 0.110
H 3.546 -1.462 -9.121 -0.9 0.0 0.4 0.090
C -0.759 -2.114 7.992 2.2 -0.1 0.8 -0.120
N -1.622 -1.041 7.593 0.6 0.2 -0.3 -0.316
C -2.340 -0.443 8.680 1.0 0.1 1.7 -0.124
P -2.449 -1.271 6.181 -1.2 0.5 0.3 0.506
O -3.702 -2.058 6.399 0.6 0.2 -0.9 -0.279
N -2.682 0.283 5.666 -0.7 -0.2 0.3 -0.308
C -3.856 0.602 4.892 0.3 0.9 -0.9 -0.108
C -1.958 1.499 5.983 1.7 -0.3 -0.2 -0.114
N -1.379 -1.898 5.102 -1.3 -0.3 0.8 -0.296
C -1.293 -3.332 4.891 1.9 0.9 1.6 -0.090
C -0.212 -1.088 4.839 0.8 -2.6 -0.1 -0.100
H -0.082 -1.700 8.832 -0.7 -0.8 -1.3 0.112
H -0.119 -2.479 7.123 -0.8 0.6 1.3 0.080
H -1.287 -2.981 8.417 -0.1 0.1 -0.1 0.084
H -3.046 0.276 8.390 -1.0 1.0 -0.9 0.059
H -1.693 0.082 9.425 0.0 -0.4 -0.7 0.102
H -2.885 -1.167 9.256 -0.4 -0.7 0.3 0.079
H -4.188 -0.137 4.193 0.3 -0.9 -0.5 0.049
H -4.745 0.756 5.486 -0.2 0.7 0.5 0.071
H -3.546 1.492 4.280 -0.9 -0.6 0.5 0.084
H -2.614 2.196 6.515 0.2 0.2 -0.2 0.091
H -1.063 1.268 6.633 -1.0 0.3 -0.6 0.097
H -1.566 1.928 4.998 -0.5 -0.1 1.4 0.087
H -0.202 -3.474 4.909 -0.3 -0.9 -0.3 0.072
H -1.741 -3.924 5.686 -0.2 0.1 0.0 0.086
H -1.686 -3.584 3.964 -0.6 -0.8 -1.8 0.033
H 0.707 -1.591 5.276 -0.8 0.9 -0.2 0.107
H -0.427 -0.144 5.218 0.4 1.6 0.6 0.020
H -0.077 -1.054 3.784 0.4 0.3 -1.0 0.055
C 3.267 6.298 5.468 0.6 -0.9 0.4 -0.096
N 3.279 4.866 5.151 0.8 -0.1 1.0 -0.297
C 3.945 4.118 6.244 -0.7 0.5 0.5 -0.096
P 2.031 4.180 4.341 -1.6 3.2 -1.8 0.523
O 0.651 4.109 4.924 1.3 -0.2 -0.3 -0.299
N 2.017 5.244 2.966 -0.8 -1.7 1.3 -0.295
C 3.106 5.656 2.063 -1.1 -0.1 1.0 -0.084
C 0.725 5.642 2.403 0.7 1.9 1.7 -0.112
N 2.622 2.727 3.982 -1.0 -2.5 0.2 -0.302
C 1.680 1.609 3.946 0.2 0.8 1.2 -0.086
C 3.808 2.466 3.251 0.7 0.1 -0.8 -0.120
H 4.276 6.604 5.462 1.5 0.5 -0.3 0.064
H 3.019 6.456 6.501 -0.9 0.1 0.5 0.077
H 2.749 6.951 4.805 -0.8 0.0 -0.5 0.073
H 3.248 4.048 7.143 1.0 0.0 -0.9 0.108
H 4.875 4.640 6.512 -0.4 0.1 0.1 0.082
H 4.287 3.135 5.946 -0.4 -0.2 -0.2 0.062
H 2.679 5.534 1.059 0.8 0.3 0.0 0.063
H 3.290 6.707 2.334 0.4 -0.1 -0.7 0.083
H 4.007 5.066 2.198 0.1 0.0 -0.1 0.059
H 0.518 5.128 1.506 -0.4 -0.5 -1.3 0.042
H -0.089 5.519 3.118 0.4 -0.1 0.0 0.051
H 0.807 6.750 2.232 -0.3 -0.8 -0.3 0.108
H 1.270 1.453 2.983 -0.6 -0.1 -1.3 0.055
H 2.234 0.731 4.200 0.3 -0.8 0.4 0.068
H 0.880 1.794 4.666 0.1 -0.2 -0.2 0.060
H 4.332 1.532 3.564 -0.2 0.8 0.2 0.100
H 4.370 3.377 3.335 1.1 0.0 0.2 0.059
H 3.648 2.367 2.170 -0.3 -0.2 -0.1 0.063
C 3.603 -6.402 0.782 0.2 2.0 0.5 -0.073
N 2.654 -5.253 0.874 0.7 -0.5 3.1 -0.316
C 1.858 -5.103 -0.269 0.4 1.7 -1.8 -0.125
P 2.516 -4.258 2.230 0.7 0.3 -0.7 0.547
O 1.239 -3.519 2.428 0.1 -0.4 -0.5 -0.308
N 2.876 -5.281 3.473 0.5 -0.7 1.0 -0.310
C 3.458 -4.688 4.682 -1.4 -0.2 1.0 -0.106
C 2.037 -6.442 3.819 -1.3 0.3 -1.7 -0.107
N 3.817 -3.182 2.228 -0.3 0.4 -0.3 -0.304
C 5.111 -3.512 1.632 -0.2 1.2 1.0 -0.096
C 3.737 -1.835 2.765 0.7 0.2 1.2 -0.134
H 2.973 -7.185 0.385 0.4 -0.9 0.3 0.076
H 4.068 -6.501 1.797 -0.5 -0.6 -1.1 0.091
H 4.407 -6.145 0.054 -0.4 -0.3 0.3 0.075
H 2.576 -4.651 -1.029 -1.3 -0.4 0.1 0.090
H 1.043 -4.397 -0.047 0.1 -0.2 -0.4 0.078
H 1.464 -6.050 -0.647 0.0 0.1 0.1 0.062
H 2.886 -3.883 5.196 -0.6 -0.4 -0.5 0.082
H 3.471 -5.509 5.422 0.7 0.5 -0.2 0.088
H 4.369 -4.166 4.531 1.3 -0.3 -0.4 0.052
H 2.599 -7.220 4.317 0.4 -0.1 0.1 0.074
H 1.202 -6.127 4.459 0.1 -0.1 0.1 0.078
H 1.554 -6.906 2.893 0.8 0.7 1.0 0.097
H 5.816 -3.727 2.469 0.0 0.0 -0.8 0.095
H 4.962 -4.326 0.973 0.4 -0.8 -0.6 0.014
H 5.452 -2.642 1.017 -0.1 -0.7 0.5 0.086
H 4.455 -1.591 3.636 -0.8 -0.9 -0.9 0.101
H 2.728 -1.701 3.136 -0.2 0.4 -0.1 0.050
H 4.030 -1.056 2.045 -0.4 -0.3 -0.3 0.065
C 1.731 2.889 -0.141 -0.3 -1.9 -0.9 -0.075
N 3.066 2.621 -0.651 0.0 -0.1 -0.2 -0.280
C 3.465 1.238 -0.635 1.1 -0.6 -1.1 -0.122
P 3.656 3.670 -1.773 0.7 1.7 0.1 0.516
O 3.172 5.055 -1.531 0.1 -0.5 0.4 -0.287
N 5.311 3.416 -1.702 -0.8 -1.8 1.7 -0.315
C 6.015 4.025 -2.749 2.1 1.4 -0.5 -0.155
C 6.025 3.208 -0.414 0.9 1.2 -0.6 -0.091
N 3.370 3.322 -3.366 -0.2 -0.3 -0.2 -0.323
C 2.399 4.149 -4.073 -1.1 0.4 1.2 -0.107
C 3.471 1.936 -3.807 -0.5 0.3 -0.1 -0.101
H 1.686 2.419 0.805 0.0 -0.1 1.6 0.049
H 0.945 2.299 -0.685 0.4 1.0 -0.1 0.097
H 1.573 3.933 -0.070 -0.4 0.9 -0.1 0.048
H 2.932 0.618 -1.339 -0.9 -0.2 -0.5 0.051
H 3.232 0.755 0.319 0.7 0.3 0.2 0.076
H 4.511 1.129 -1.074 -1.1 0.2 1.5 0.072
H 6.404 5.023 -2.392 -0.9 -0.2 -0.9 0.101
H 6.968 3.547 -2.947 0.2 -0.8 -0.1 0.071
H 5.421 3.983 -3.675 0.5 0.7 0.5 0.086
H 5.254 3.082 0.337 0.2 -0.2 0.3 0.043
H 6.788 2.353 -0.396 -1.2 1.0 -0.3 0.097
H 6.612 4.162 -0.164 -0.7 -1.2 -0.3 0.100
H 2.344 5.154 -3.587 0.4 -0.8 -0.7 0.085
H 2.527 4.205 -5.155 0.5 0.0 0.0 0.078
H 1.405 3.724 -3.889 -0.3 0.0 -0.3 0.072
H 4.318 1.446 -3.351 0.2 0.2 0.3 0.025
H 3.698 1.961 -4.885 -0.6 -0.4 0.2 0.097
H 2.564 1.348 -3.506 0.7 0.4 -0.9 0.076
C -5.823 4.644 2.039 0.2 -0.4 0.0 -0.097
N -6.810 3.572 1.927 0.2 -0.3 -0.3 -0.298
C -7.195 3.133 3.268 -0.4 0.2 -0.1 -0.111
P -6.732 2.585 0.541 1.0 -0.5 1.7 0.561
O -5.520 2.824 -0.315 -1.2 0.0 1.0 -0.296
N -6.822 0.996 1.075 0.3 1.6 -0.7 -0.301
C -5.600 0.287 1.341 0.0 0.8 1.5 -0.116
C -8.068 0.386 1.434 -1.0 -1.3 0.1 -0.114
N -8.209 2.805 -0.159 0.2 0.6 -0.4 -0.302
C -8.043 2.628 -1.614 -0.4 -0.2 -0.5 -0.118
C -9.070 3.870 0.407 -0.7 0.5 -0.6 -0.103
H -5.590 5.121 1.075 0.3 -0.5 0.4 0.081
H -4.970 4.218 2.594 0.3 0.5 -0.6 0.075
H -6.209 5.418 2.676 -0.4 0.5 0.3 0.075
H -7.653 3.960 3.814 0.4 0.4 0.0 0.086
H -6.374 2.739 3.860 0.5 0.0 0.1 0.074
H -7.986 2.414 3.353 -0.3 -0.8 -0.7 0.060
H -4.761 0.919 1.026 0.0 -0.4 0.1 0.078
H -5.539 0.055 2.424 0.2 0.3 -0.2 0.074
H -5.569 -0.666 0.879 0.1 -1.0 -0.9 0.059
H -8.917 1.088 1.645 1.1 -0.5 0.2 0.085
H -8.433 -0.206 0.577 0.0 -0.1 0.2 0.082
H -7.887 -0.349 2.269 -0.4 0.9 -0.5 0.080
H -7.433 1.698 -1.812 -0.6 1.1 0.2 0.090
H -9.031 2.491 -2.054 -0.1 -0.2 -0.1 0.073
H -7.587 3.495 -2.146 0.0 -0.5 0.5 0.089
H -8.557 4.845 0.461 0.0 -0.4 0.1 0.076
H -9.421 3.606 1.443 0.3 0.2 -1.2 0.084
H -9.946 4.082 -0.265 0.6 -0.7 0.6 0.092
C 5.334 -3.551 -5.104 -0.7 -3.4 0.8 -0.064
N 5.567 -4.213 -3.747 0.2 0.3 -1.2 -0.278
C 5.852 -5.665 -3.716 0.2 0.1 -2.6 -0.102
P 6.101 -3.330 -2.459 -0.3 -0.3 0.4 0.484
O 5.964 -4.116 -1.200 0.1 0.2 -0.6 -0.294
N 7.629 -2.795 -2.813 -0.1 -1.1 -0.1 -0.322
C 8.347 -2.242 -1.658 -0.9 0.3 -1.1 -0.091
C 8.494 -3.392 -3.862 0.5 1.0 1.5 -0.076
N 5.187 -1.943 -2.440 0.2 0.6 0.0 -0.241
C 5.708 -0.667 -2.891 -1.5 1.3 -0.4 -0.109
C 3.792 -2.103 -2.060 0.7 -1.4 2.8 -0.095
H 4.354 -3.959 -5.453 0.8 0.4 0.1 0.062
H 6.081 -3.841 -5.859 0.1 0.1 0.3 0.086
H 5.223 -2.508 -5.096 0.2 1.2 0.7 0.019
H 6.861 -5.932 -4.177 -0.9 0.4 0.6 0.090
H 5.117 -6.176 -4.393 0.4 0.3 0.7 0.087
H 5.800 -6.070 -2.725 -0.1 0.1 0.5 0.055
H 9.219 -2.830 -1.541 1.3 -0.3 0.2 0.062
H 8.562 -1.233 -2.037 0.4 0.2 1.4 0.088
H 7.783 -2.384 -0.718 0.0 0.7 -0.6 0.086
H 7.895 -3.930 -4.545 -0.6 -0.4 -0.8 0.025
H 9.049 -2.576 -4.388 -0.3 -0.7 0.4 0.098
H 9.193 -4.115 -3.388 -0.1 0.5 -0.4 0.093
H 6.601 -0.821 -3.431 1.3 -0.2 -0.2 0.054
H 5.082 -0.124 -3.657 0.0 -1.1 0.7 0.066
H 5.870 0.108 -2.112 0.1 -0.7 0.0 0.074
H 3.117 -1.670 -2.706 -1.3 1.3 -1.7 0.024
H 3.471 -1.885 -0.986 0.9 0.5 -1.0 0.102
H 3.585 -3.167 -2.057 -0.1 -0.4 -0.4 0.043
C -0.177 0.525 -3.164 0.3 -0.9 -0.2 -0.107
N -0.519 -0.492 -2.181 -0.9 0.0 0.6 -0.284
C -0.195 -1.822 -2.677 -1.3 -0.6 1.5 -0.115
P -1.679 -0.190 -0.971 0.8 0.5 -1.1 0.582
O -1.763 1.281 -0.756 0.2 -0.5 0.1 -0.291
N -3.215 -0.758 -1.337 0.8 -0.8 0.0 -0.285
C -3.469 -2.176 -1.560 0.7 0.0 0.2 -0.120
C -4.190 0.218 -1.739 -0.2 1.1 -0.1 -0.127
N -1.117 -1.156 0.256 -0.9 -0.6 -0.2 -0.292
C 0.279 -1.204 0.502 1.9 -0.4 1.3 -0.140
C -1.876 -1.230 1.512 0.9 2.3 -0.7 -0.069
H -0.351 1.502 -2.781 0.0 0.8 0.3 0.059
H -0.721 0.404 -4.114 -0.1 -0.1 0.2 0.069
H 0.873 0.335 -3.396 -0.1 0.4 -0.2 0.041
H 0.848 -1.894 -2.907 0.5 0.1 -0.5 0.038
H -0.848 -2.080 -3.520 0.4 -0.1 -0.2 0.079
H -0.386 -2.567 -1.875 0.0 0.3 -0.4 0.082
H -2.795 -2.713 -0.899 0.3 -0.3 -0.2 0.062
H -4.445 -2.498 -1.250 -0.9 0.4 0.3 0.065
H -3.354 -2.562 -2.586 0.2 0.4 0.0 0.085
H -5.123 -0.007 -1.229 -0.5 -0.2 -0.6 0.058
H -3.896 1.163 -1.261 -0.1 -0.2 -0.5 0.045
H -4.283 0.396 -2.854 -0.1 -0.5 1.1 0.107
H 0.894 -1.210 -0.393 -0.1 0.1 0.0 0.066
H 0.613 -0.406 1.173 0.0 0.9 -0.3 0.073
H 0.582 -2.033 1.168 -0.6 -0.3 -0.8 0.050
H -1.727 -2.171 2.008 0.2 -0.3 0.3 0.072
H -2.887 -1.074 1.218 -1.1 -0.1 0.3 0.045
H -1.545 -0.318 2.122 -0.5 -1.4 -0.2 0.109
C -4.849 -3.532 2.876 0.1 0.5 -0.1 -0.051
C -5.923 -3.643 3.937 -1.2 0.0 -0.6 -0.215
O -6.882 -2.512 3.793 0.8 -1.1 0.1 -0.271
S -7.868 -2.372 5.031 1.2 1.3 0.4 0.555
C -6.930 -1.423 6.218 -1.1 0.6 0.2 -0.116
O -8.810 -1.444 4.514 -1.4 -0.1 -0.1 -0.288
O -8.170 -3.649 5.601 -0.3 0.0 -0.4 -0.271
H -3.920 -4.069 3.154 -0.8 -0.1 -0.3 0.079
H -4.538 -2.504 2.709 0.1 0.4 0.7 0.052
H -5.242 -3.733 1.883 0.1 -0.9 -0.1 0.072
H -6.554 -4.555 3.927 0.7 0.4 -0.4 0.126
H -5.552 -3.560 4.923 0.9 0.1 1.0 0.079
H -7.589 -1.312 7.109 0.4 -0.3 -0.6 0.086
H -6.844 -0.414 5.779 0.3 -0.6 0.1 0.064
H -5.993 -1.877 6.496 0.4 -0.1 -0.1 0.028
C -1.932 3.473 2.408 0.1 0.5 1.0 -0.066
C -2.099 3.731 0.921 -0.2 0.4 0.5 -0.222
O -2.769 5.057 0.792 -0.1 -0.6 0.9 -0.276
S -2.833 5.809 -0.564 1.9 -1.1 -2.5 0.566
C -3.465 4.533 -1.743 -0.7 0.2 0.5 -0.096
O -3.780 6.863 -0.467 -0.4 0.3 0.5 -0.273
O -1.453 6.152 -0.945 -1.7 -0.6 0.4 -0.328
H -1.309 2.551 2.577 -0.5 0.9 -0.2 0.086
H -2.921 3.307 2.886 0.5 0.0 -0.3 0.055
H -1.462 4.371 2.928 -0.6 -1.5 -0.7 0.074
H -1.104 3.782 0.456 -0.6 -0.1 -0.3 0.102
H -2.786 2.995 0.496 0.5 0.2 -0.3 0.081
H -2.877 3.593 -1.644 -0.2 0.8 -0.2 0.055
H -3.412 4.991 -2.741 0.4 -0.1 0.3 0.050
H -4.556 4.295 -1.552 1.4 0.4 0.2 0.058
C -1.985 5.842 -6.360 -0.2 -0.1 -0.4 -0.076
C -1.035 6.146 -5.236 1.8 -0.2 -1.0 -0.278
O -0.755 7.566 -5.135 -1.3 0.2 1.3 -0.248
S -1.810 8.383 -4.182 0.4 -3.0 0.6 0.577
C -0.907 8.750 -2.736 1.7 -0.4 0.2 -0.124
O -1.996 9.588 -4.861 -0.8 2.1 -1.1 -0.255
O -2.883 7.468 -3.860 0.3 0.8 -0.3 -0.294
H -2.851 6.457 -6.218 -0.9 -0.1 0.2 0.062
H -2.231 4.766 -6.395 0.0 0.5 0.1 0.088
H -1.619 6.143 -7.345 0.4 -0.1 0.2 0.081
H -1.321 5.695 -4.289 0.0 0.2 0.1 0.108
H -0.038 5.805 -5.538 -0.1 -0.4 0.4 0.113
H 0.118 9.047 -3.106 -1.2 0.1 0.7 0.100
H -0.828 7.945 -1.998 0.0 -0.4 -0.7 0.042
H -1.473 9.488 -2.197 0.0 0.8 -0.2 0.073
C -4.642 -6.691 -2.094 0.6 0.1 -1.7 -0.075
C -3.903 -5.877 -1.086 1.3 -0.9 0.7 -0.201
O -2.396 -6.054 -1.127 -0.8 0.1 -0.5 -0.272
S -1.764 -7.296 -0.404 -1.0 -0.7 0.3 0.524
C -1.816 -6.713 1.282 0.2 0.0 -0.8 -0.104
O -2.583 -8.447 -0.650 -0.5 0.3 0.6 -0.274
O -0.409 -7.444 -0.773 1.2 0.7 -0.4 -0.270
H -4.177 -6.456 -3.101 -0.8 -0.4 0.9 0.110
H -5.694 -6.398 -2.091 0.1 0.2 -0.1 0.085
H -4.630 -7.771 -1.936 0.3 0.2 0.2 0.073
H -3.935 -4.825 -1.265 -0.4 0.6 0.0 0.084
H -4.231 -6.137 -0.079 0.0 0.3 0.1 0.109
H -1.329 -7.496 1.863 0.0 0.3 0.2 0.075
H -2.854 -6.587 1.545 -0.2 -0.1 0.3 0.049
H -1.307 -5.728 1.268 0.0 -0.7 0.3 0.082

***

No. 2
18
Properties=species:S:1:pos:R:3:forces:R:3:lowdin_charge:R:1 method="wB97M-V/def2-TZVPD" e_tot_ha=-343.983805 de_lowest_ev=4.161 e_lumo_ev=1.1 gap_ev=9.9 max_force_ev_per_a=4.9
C -1.590 0.776 0.178 -0.5 -1.6 0.4 -0.187
C -0.063 0.272 0.179 -3.6 -1.1 1.0 -0.409
C 0.359 -0.925 -0.724 1.3 -1.3 -4.6 -0.126
C 1.552 -0.898 0.179 0.0 0.0 3.2 -0.270
C 2.077 0.507 -0.066 1.8 0.3 -1.0 -0.057
C 0.997 1.263 -0.084 -0.5 1.0 0.6 -0.047
H -1.928 -0.927 -0.767 -2.2 0.2 1.5 0.064
H -3.458 -0.441 0.097 1.7 0.4 -0.6 0.079
H -2.042 1.261 1.069 1.2 0.2 -0.3 0.109
H -1.714 1.441 -0.697 0.1 0.0 0.3 0.098
H 0.851 -0.654 -1.689 -1.4 0.2 -0.1 0.114
H -0.137 -1.920 -0.964 0.0 1.4 1.3 0.133
H 2.292 -1.660 0.466 -0.5 0.0 -0.7 0.139
H 0.916 -0.034 2.021 -0.8 -1.1 -0.8 0.119
H 3.085 0.744 -0.420 -0.3 0.0 0.6 0.108
H 0.733 2.322 -0.113 0.7 -0.3 -0.4 0.119
N -2.412 -0.470 0.068 1.4 -0.3 -1.5 -0.044
N 0.481 -0.658 1.269 1.4 2.2 1.3 0.058